<a>
Molecular formula: C6H16N2O
Method: DFT, ωB97M-V/def2-TZVPD

## Properties
LUMO	0.914	eV
molar mass	132.21	g/mol
gap between HOMO and LUMO	0.3328	Ha

Structure (ORCA input):
```
! RIJCOSX wB97M-V def2-TZVPD def2/J DEFGRID3
* xyz 0 1
C 2.249 0.710 0.112
C 2.023 -0.464 1.053
N 1.992 0.306 -1.254
O 3.541 1.292 0.299
H 4.203 0.590 0.263
H 1.550 1.514 0.352
H 2.197 1.068 -1.891
H 2.568 -0.488 -1.517
H 1.008 -0.835 0.937
H 2.720 -1.275 0.825
H 2.176 -0.151 2.084
C -1.482 1.460 0.065
C -2.262 -0.454 1.232
N -1.315 0.049 0.380
C -1.132 -0.832 -1.121
C -2.098 -1.591 -1.480
H -0.245 -0.373 -1.517
H -1.963 -1.397 1.682
H -1.301 2.064 0.960
H -0.766 1.744 -0.704
H -2.490 1.694 -0.316
H -2.712 0.245 1.937
H -3.224 -1.027 0.483
H -2.193 -2.334 -2.249
H -3.044 -1.514 -0.617
*
```

Löwdin population analysis, charges in e, atoms 1 to 6:
1. C -0.525
2. C -0.046
3. N 0.051
4. O -0.045
5. H 0.082
6. H 0.129

---

<b>
Molecular formula: C6H16N2O
Method: DFT, ωB97M-V/def2-TZVPD

## Properties
LUMO	0.727	eV
molar mass	132.21	g/mol
gap between HOMO and LUMO	0.3671	Ha
SMILES	CC[C@H](C)O.[H]/N=C\CN

Structure (ORCA input):
```
! RIJCOSX wB97M-V def2-TZVPD def2/J DEFGRID3
* xyz 0 1
C -1.531 -0.002 -0.538
C -1.257 0.046 1.048
C -3.012 -0.176 -0.840
C -0.674 -1.263 1.566
O -0.824 -1.016 -1.192
H 0.129 -0.807 -1.177
H -1.169 1.022 -0.771
H -2.213 0.247 1.540
H -0.578 0.867 1.296
H -3.367 -1.114 -0.417
H -3.592 0.645 -0.426
H -3.160 -0.215 -1.917
H -0.678 -1.280 2.654
H 0.344 -1.397 1.213
H -1.257 -2.108 1.210
C 2.599 0.288 -0.321
N 1.936 -0.340 -1.454
C 1.887 1.547 0.098
N 1.984 2.153 1.191
H 2.394 -1.208 -1.709
H 1.950 0.272 -2.264
H 2.593 1.705 1.876
H 2.606 -0.425 0.511
H 3.651 0.558 -0.526
H 1.238 2.000 -0.652
*
```

Löwdin population analysis, charges in e, atoms 1 to 6:
1. C -0.457
2. C -0.195
3. C -0.057
4. C -0.109
5. O -0.071
6. H 0.029

---

Stability check: which of them is most stable? <b>.